Entry from OMol25: C28H30BrCl2N5O2SSn as an isolated structure (ωB97M-V with the def2-TZVPD basis set).

The geometry in XYZ format:
```
70
Properties=species:S:1:pos:R:3:forces:R:3
Sn 0.5509 -0.1550 -0.9335 -0.1243 -0.1169 0.0294
C 2.2473 -0.6444 3.4316 0.0031 -0.0051 -0.0305
C 1.5102 -1.0107 2.1801 -0.0242 -0.0284 -0.1247
N 1.9767 -1.4328 1.0870 0.0341 0.0259 0.0960
C 3.2954 -1.8678 0.7302 -0.0236 0.0115 0.0473
C 3.2033 -3.3575 0.2889 0.0535 0.0728 -0.0438
N 1.8649 -3.7384 -0.1226 -0.1266 -0.1398 0.0503
C 1.6908 -4.6388 -1.2383 0.0582 0.0359 -0.0233
C 1.8916 -4.0111 -2.6275 0.0388 -0.0135 0.0452
N 1.1220 -2.7958 -2.8223 -0.0487 0.0307 -0.0395
C -0.2243 -2.8673 -3.3580 -0.0217 -0.0326 -0.0521
C -1.3070 -3.2936 -2.3606 0.0049 -0.0724 -0.0566
N -1.1784 -2.5995 -1.1041 -0.0621 0.0784 -0.0280
C -2.1834 -2.2530 -0.4099 0.0899 -0.0679 0.0375
C -3.6223 -2.4662 -0.7770 -0.0534 0.0513 -0.0239
C -1.8195 -1.6473 0.9167 0.0709 0.0296 -0.0035
C -2.6559 -1.6071 2.0252 -0.0585 -0.0187 0.0293
C -2.1254 -1.1839 3.2317 0.0133 0.0010 0.0773
C -0.7697 -0.9067 3.3366 -0.0573 -0.0239 -0.0308
C 0.0012 -1.0029 2.1883 -0.0026 0.0693 -0.0409
N -0.5506 -1.2716 1.0076 -0.0178 -0.0247 0.2981
H 2.0200 0.3919 3.6913 -0.0024 -0.0035 0.0050
H 3.3221 -0.7426 3.3038 0.0019 -0.0066 -0.0099
H 1.9330 -1.2758 4.2639 0.0189 -0.0012 0.0149
H 4.0516 -1.7588 1.5153 -0.0145 -0.0001 -0.0055
H 3.6047 -1.2588 -0.1228 0.0069 0.0010 -0.0043
H 3.5212 -3.9835 1.1310 0.0008 -0.0054 -0.0029
H 3.9431 -3.5088 -0.5073 0.0065 -0.0253 -0.0137
H 1.2279 -2.9573 -0.1871 0.0482 0.0327 -0.0301
H 0.6828 -5.0568 -1.1700 0.0134 -0.0024 -0.0094
H 2.3783 -5.4855 -1.1453 -0.0067 -0.0042 0.0313
H 1.6867 -4.7715 -3.3995 -0.0187 0.0140 0.0132
H 2.9454 -3.7360 -2.7257 0.0020 -0.0304 -0.0267
H 1.6527 -2.1203 -3.3481 0.0212 0.0202 0.0049
H -0.3046 -3.5482 -4.2212 0.0359 0.0221 -0.0071
H -0.4775 -1.8650 -3.7160 -0.0031 -0.0202 0.0251
H -1.2008 -4.3632 -2.1452 -0.0186 0.0233 -0.0006
H -2.2782 -3.1605 -2.8507 -0.0095 0.0072 0.0285
H -3.8297 -1.9214 -1.6991 -0.0226 -0.0241 -0.0289
H -4.3026 -2.0865 -0.0194 0.0255 -0.0018 -0.0179
H -3.8330 -3.5236 -0.9450 0.0074 0.0055 0.0010
H -3.6909 -1.9114 1.9699 0.0251 0.0119 -0.0610
H -2.7609 -1.1192 4.1056 0.0082 0.0007 0.0018
H -0.3317 -0.6461 4.2891 0.0303 -0.0012 -0.0049
Cl -0.4817 2.1676 -3.8278 0.0469 -0.0752 -0.0944
C -1.2597 3.0139 -2.5344 0.0476 0.1248 -0.0696
C -1.2502 4.3961 -2.5810 0.0563 0.1068 -0.1010
C -1.8570 5.1285 -1.5759 0.0102 -0.0531 0.0143
C -2.4468 4.4690 -0.5115 0.0495 0.0348 0.0399
C -2.4138 3.0862 -0.4663 -0.0207 -0.0474 -0.1118
Cl -3.1243 2.3214 0.9239 -0.0328 -0.0250 0.0407
C -1.8462 2.3047 -1.4871 -0.1540 -0.1006 0.4505
S -1.9165 0.5513 -1.4219 0.0971 -0.0136 -0.2443
H -0.7574 4.8881 -3.4078 -0.0171 0.0056 -0.0003
H -1.8623 6.2090 -1.6178 0.0142 0.0107 0.0042
H -2.9192 5.0163 0.2920 0.0174 -0.0088 0.0227
Br 2.3306 5.0640 -1.2169 -0.0143 -0.1160 -0.0603
C 1.3052 4.8708 0.3621 -0.0228 0.0344 0.0246
C 1.0908 6.0483 1.0671 -0.0003 0.0719 0.0352
C 0.3782 6.0415 2.2534 0.0026 -0.0274 -0.0083
C -0.1193 4.8462 2.7521 0.0214 0.0175 -0.0421
C 0.0957 3.6789 2.0450 -0.0466 -0.0444 -0.0791
C 0.7987 3.6612 0.8371 -0.0282 0.0102 -0.0283
C 0.8848 2.3395 0.1210 0.0805 0.1511 0.3541
O 0.4819 1.3122 0.7716 -0.0248 -0.0185 -0.0018
O 1.2956 2.2338 -1.0402 0.0298 0.1463 -0.3132
H 1.4902 6.9732 0.6748 0.0041 -0.0050 0.0043
H 0.2162 6.9712 2.7838 0.0026 -0.0032 0.0024
H -0.6790 4.8272 3.6776 -0.0100 -0.0117 0.0021
H -0.3117 2.7400 2.3894 -0.0106 -0.0389 0.0438
```
Forces are in eV/Å.

The calculation puts the molar mass at 770.169 g/mol. For the LUMO energy, the calculation gives -0.1959 eV. As for the spin multiplicity: 1. Its energy is -5616.17938 Eh. The calculation puts the energy above the lowest of the compared OMol25 structures with the same formula, charge and spin at 35.3 kJ/mol. The total charge is 0. The value obtained for the HOMO-LUMO gap is 7.0 eV. The highest occupied orbital energy is -0.265 Eh.

Here are the Löwdin charges for atoms 1 to 5, given in e: 1.22 0.00 -0.28 -0.02 -0.18